A cluster of 2 separate species, CH4IPS in total at a distorted geometry, computed with wB97M-V/def2-TZVPD.

Last column: Löwdin charge in e.
Cartesian coordinates (Å):
C -1.2223 0.8016 -0.0688  -0.492
P -0.4558 -0.4342 1.0090  0.490
S 0.6320 -1.4799 -0.5021  0.233
I 3.5827 0.1264 -0.0072  -0.018
H -0.3635 1.0863 -0.6723  -0.002
H -1.6833 1.6453 0.6086  0.078
H -1.8908 0.3140 -0.7053  -0.011
H 1.4010 -2.0596 0.3381  -0.278

- multiplicity = 1
- LUMO (alpha / beta) (Eh) = -0.1010 / -0.0389
- total energy (eV) = -29324.950
- HOMO (alpha / beta) (eV) = -7.94 / -9.59

=====

A structure of composition C8H21O2PSn at a distorted geometry, computed with wB97M-V/def2-TZVPD.

Last column: Löwdin charge in e.
Cartesian coordinates (Å):
Sn 0.4693 0.1085 -0.4040  0.541
H -0.6484 -0.3607 -1.9220  -0.038
H -0.5291 0.4627 -2.0254  -0.047
P 1.0644 2.5880 -0.1572  0.630
C -0.1039 3.8133 0.5143  -0.277
H 0.3933 4.7924 0.5761  0.046
H -0.9927 3.9089 -0.1199  0.043
H -0.4244 3.5228 1.5219  0.050
C 2.5737 2.9208 0.8143  -0.285
H 3.4093 2.3042 0.4593  0.046
H 2.8438 3.9833 0.7242  0.042
H 2.4011 2.6863 1.8728  0.048
C 1.4634 3.2403 -1.8103  -0.276
H 0.5555 3.3686 -2.4133  0.050
H 1.9667 4.2114 -1.7065  0.048
H 2.1322 2.5468 -2.3351  0.047
C -1.9310 0.8758 -0.0303  -0.263
O -3.0193 0.6325 0.2488  0.029
H 1.8273 -0.7822 -0.9797  -0.149
H 0.2310 -0.0624 1.3188  -0.118
C -0.3889 -4.5123 -0.0532  -0.153
C -0.8018 -4.0618 1.3616  -0.153
C -1.4481 -2.6888 1.1387  -0.194
O -0.9573 -2.1658 -0.1216  -0.320
C -0.3890 -3.2397 -0.9110  -0.205
H 0.5666 -5.0399 -0.0720  0.109
H -1.1633 -5.1719 -0.4601  0.107
H 0.0770 -3.9545 2.0102  0.111
H -1.5004 -4.7593 1.8296  0.109
H -2.5479 -2.7964 1.0742  0.123
H -1.2203 -1.9412 1.9110  0.100
H 0.6170 -2.9203 -1.2291  0.083
H -1.0038 -3.3670 -1.8169  0.118

- multiplicity = 1
- LUMO (alpha / beta) (Eh) = 0.0202 / 0.0265
- total energy (eV) = -27844.101
- HOMO (alpha / beta) (eV) = -4.38 / -4.38

=====

A cluster of 2 separate species, C5H11NO2 in total at a distorted geometry, computed with wB97M-V/def2-TZVPD.

Last column: Löwdin charge in e.
Cartesian coordinates (Å):
C -1.0029 0.5591 -0.8161  -0.104
C -0.5731 1.8942 -1.5169  -0.051
C -0.3069 -0.6142 -1.5666  -0.475
N 0.0809 -1.5715 -0.6742  0.248
C 0.8172 -1.3524 0.4712  -0.282
C 0.0322 -1.5563 1.7836  -0.064
O 1.0906 1.3154 1.3313  -0.248
O -0.3523 -0.6528 -2.7547  0.123
H -0.7234 0.7372 0.2216  0.065
H -2.0772 0.4317 -0.8705  0.122
H -0.5496 1.6871 -2.5666  0.062
H -1.2861 2.6569 -1.2095  0.085
H 0.3523 2.2137 -1.0992  0.056
H 1.8448 1.4560 1.9170  -0.042
H 1.3416 -0.3686 0.4838  0.107
H 1.6710 -2.0532 0.5199  0.176
H -0.5319 -2.4870 1.7699  0.079
H -0.5779 -0.6820 1.9716  0.064
H 0.7506 -1.6136 2.6044  0.079

- multiplicity = 1
- LUMO (Eh) = -0.1478
- total energy (eV) = -10941.992
- HOMO (eV) = -8.96